Entry from the Open Molecules 2025 dataset: C56H130ClN7O12 as an isolated structure at a distorted geometry (the ωB97M-V functional and the def2-TZVPD basis).

XYZ file:
```
206
Properties=species:S:1:pos:R:3:mulliken_charge:R:1
C 2.959 4.285 3.783 -0.84
O 2.296 4.296 2.434 -0.15
C 3.234 4.517 1.352 -0.07
C 2.536 4.630 0.075 -1.03
N 2.150 6.064 -0.149 -0.09
H 2.997 6.524 -0.442 0.43
H 1.454 6.231 -0.906 0.55
C 1.492 6.911 0.999 -0.42
C 0.746 8.117 0.376 -0.72
O -0.095 7.609 -0.655 -0.39
C -1.499 7.503 -0.307 -0.62
H 3.970 3.897 3.635 0.28
H 2.405 3.764 4.554 0.15
H 3.069 5.330 4.117 0.34
H 3.913 3.669 1.294 0.13
H 3.796 5.404 1.690 0.49
H 1.666 3.966 -0.019 0.06
H 2.973 4.203 -0.830 0.64
H 2.318 7.269 1.637 0.39
H 0.826 6.209 1.461 0.27
H 1.324 8.826 -0.188 0.36
H 0.296 8.672 1.214 0.45
H -2.040 7.574 -1.248 0.28
H -1.758 8.277 0.419 0.36
H -1.723 6.514 0.109 0.17
C 1.789 -2.984 2.375 -0.68
O 2.181 -1.591 2.460 0.40
C 1.849 -1.049 3.733 -0.94
C 1.685 0.420 3.696 -0.82
N 0.448 0.843 3.043 1.43
H -0.290 0.107 3.067 -0.40
H 0.133 1.587 3.859 0.20
C 0.383 1.587 1.795 -0.03
C 1.131 0.939 0.728 0.76
O 0.209 -0.068 0.205 0.40
C 0.984 -1.004 -0.614 -0.50
H 2.402 -3.636 2.969 0.53
H 1.932 -3.379 1.381 0.03
H 0.783 -3.186 2.748 -0.02
H 2.606 -1.277 4.503 0.42
H 0.890 -1.388 4.154 0.16
H 2.459 0.905 3.073 0.16
H 1.684 0.870 4.699 0.72
H 0.708 2.607 1.995 0.13
H -0.682 1.647 1.511 -1.28
H 1.999 0.355 1.060 0.01
H 1.442 1.705 0.019 -0.25
H 1.628 -0.478 -1.332 0.33
H 0.360 -1.708 -1.162 -0.09
H 1.702 -1.528 0.045 0.04
C 5.357 -1.532 1.737 -0.44
O 5.943 -0.240 1.789 -0.36
C 5.965 0.232 3.117 -0.19
C 7.234 1.022 3.262 -0.85
N 7.423 1.855 2.030 0.19
H 7.376 1.128 1.278 0.43
H 6.552 2.388 1.822 0.02
C 8.507 2.852 1.771 -0.59
C 8.206 3.524 0.432 -0.55
O 6.945 4.204 0.517 -0.28
C 6.735 5.279 -0.349 -0.71
H 5.646 -2.174 2.554 0.43
H 5.706 -1.987 0.815 0.36
H 4.284 -1.585 1.723 -0.12
H 6.042 -0.577 3.823 0.62
H 5.054 0.822 3.313 0.08
H 8.091 0.362 3.344 0.37
H 7.189 1.728 4.086 0.36
H 9.481 2.350 1.738 0.39
H 8.618 3.543 2.600 0.35
H 8.262 2.918 -0.463 0.35
H 8.935 4.341 0.323 0.42
H 6.451 4.917 -1.347 0.33
H 7.622 5.935 -0.466 0.38
H 5.878 5.867 -0.002 0.09
C -9.334 5.290 4.794 -1.29
C -8.607 5.167 3.440 -0.57
C -7.221 4.521 3.662 -0.36
C -6.446 4.510 2.332 -0.96
N -5.056 3.922 2.260 0.78
C -5.007 2.447 2.623 -0.92
C -3.556 2.146 3.015 0.35
C -3.117 3.454 3.735 -0.55
C -4.087 4.544 3.279 -0.63
C -4.469 4.112 0.879 -1.10
H -9.801 4.357 5.057 0.34
H -10.075 6.051 4.640 0.39
H -8.621 5.651 5.519 0.37
H -8.502 6.115 2.895 0.41
H -9.173 4.514 2.747 0.33
H -7.391 3.529 4.091 0.28
H -6.656 5.074 4.405 0.35
H -6.407 5.543 1.980 0.43
H -7.128 4.033 1.593 0.33
H -5.336 1.898 1.724 0.48
H -5.750 2.265 3.402 0.47
H -2.945 1.937 2.143 -0.83
H -3.489 1.264 3.673 0.79
H -2.128 3.685 3.404 0.17
H -3.095 3.365 4.822 0.33
H -3.702 5.483 2.852 0.46
H -4.716 4.822 4.124 0.15
H -4.294 5.193 0.803 0.47
H -5.099 3.748 0.082 0.33
H -3.459 3.684 0.787 0.29
C 3.047 -7.781 0.778 -1.40
C 2.612 -6.336 0.664 -0.50
C 1.317 -6.141 -0.056 0.73
C 0.218 -6.753 0.766 -1.38
N -1.252 -6.487 0.408 0.56
C -2.204 -7.443 1.174 -0.54
C -3.398 -7.448 0.296 -0.70
C -2.919 -7.387 -1.158 -0.66
C -1.498 -6.772 -1.071 -0.45
C -1.539 -5.103 0.837 -1.34
H 2.282 -8.405 1.252 0.33
H 3.929 -7.785 1.432 0.41
H 3.303 -8.285 -0.164 0.34
H 3.302 -5.650 0.161 0.52
H 2.507 -5.914 1.665 0.14
H 1.393 -6.456 -1.107 0.44
H 1.243 -5.043 -0.082 -0.38
H 0.243 -6.524 1.828 0.32
H 0.325 -7.829 0.611 0.67
H -2.278 -7.102 2.214 0.42
H -1.713 -8.429 1.227 0.48
H -4.103 -6.632 0.475 0.30
H -3.922 -8.389 0.532 0.46
H -3.603 -6.793 -1.799 0.30
H -2.844 -8.386 -1.601 0.36
H -1.405 -5.852 -1.632 0.21
H -0.705 -7.451 -1.364 0.44
H -1.400 -5.043 1.907 0.23
H -2.576 -4.931 0.564 0.56
H -0.941 -4.430 0.234 0.18
C -2.103 -5.093 -5.982 -1.09
C -1.491 -3.824 -6.719 -0.72
C -0.397 -3.085 -5.807 0.25
C 0.922 -3.764 -6.023 -1.07
N 2.042 -3.331 -5.133 0.66
C 2.339 -1.822 -5.153 -0.75
C 3.730 -1.739 -4.587 -0.46
C 4.480 -2.989 -5.006 -0.76
C 3.403 -3.906 -5.605 -0.66
C 1.843 -3.851 -3.730 -0.95
H -2.718 -4.788 -5.132 0.25
H -1.357 -5.757 -5.546 0.28
H -2.766 -5.745 -6.606 0.40
H -2.274 -3.103 -6.914 0.36
H -0.937 -4.073 -7.621 0.42
H -0.712 -3.258 -4.763 -0.13
H -0.337 -1.999 -5.986 0.39
H 1.340 -3.589 -7.019 0.44
H 0.792 -4.849 -5.917 0.26
H 1.604 -1.207 -4.628 0.48
H 2.304 -1.605 -6.230 0.42
H 3.641 -1.662 -3.494 0.00
H 4.248 -0.802 -4.867 0.66
H 4.866 -3.492 -4.132 0.32
H 5.314 -2.783 -5.683 0.33
H 3.429 -4.992 -5.369 0.45
H 3.413 -3.786 -6.694 0.41
H 0.795 -3.787 -3.444 0.27
H 2.476 -3.262 -3.053 0.39
H 2.238 -4.844 -3.533 0.16
C -2.657 -2.037 0.670 -0.75
C -2.895 -0.577 0.805 1.02
C -3.634 0.051 -0.366 -0.15
C -2.738 0.150 -1.619 -0.96
N -3.446 0.652 -2.842 0.79
C -4.590 -0.284 -3.276 -0.23
C -4.093 -0.943 -4.554 -1.19
C -2.575 -0.664 -4.597 0.51
C -2.488 0.670 -4.012 -1.05
C -3.946 2.031 -2.627 -1.14
H -3.526 -2.698 0.666 0.50
H -1.987 -2.335 1.471 -0.36
H -2.166 -2.303 -0.280 0.04
H -1.965 -0.042 0.897 -0.82
H -3.446 -0.366 1.726 0.59
H -3.891 1.084 -0.129 -0.40
H -4.583 -0.450 -0.579 0.76
H -2.366 -0.823 -1.943 -0.25
H -1.908 0.838 -1.499 0.14
H -5.436 0.356 -3.531 0.36
H -4.882 -1.008 -2.491 0.27
H -4.633 -0.580 -5.422 0.34
H -4.341 -1.995 -4.484 0.38
H -2.185 -0.697 -5.600 0.72
H -2.020 -1.414 -3.990 -0.26
H -2.960 1.407 -4.668 0.61
H -1.501 1.072 -3.754 0.23
H -4.249 2.325 -3.609 0.68
H -3.120 2.614 -2.250 0.23
H -4.824 2.040 -1.964 0.42
Cl 0.221 2.623 5.088 -0.57
O -1.249 -3.323 3.428 -0.53
C -1.439 -1.908 4.242 0.34
O -1.420 -1.029 3.387 -0.73
O -1.571 -1.868 5.450 -0.64
H -1.546 -3.886 4.221 0.24
O 2.563 0.893 -3.101 -0.31
C 1.557 2.025 -3.017 0.48
O 1.965 3.049 -2.478 -0.66
O 0.445 1.719 -3.540 -0.73
H 3.421 1.341 -3.074 0.17
```

Output
E_HOMO   -0.5546 hartree
Energy   -3956.65869 Eh
HOMO-LUMO gap   0.2962 hartree
Strongest force on any atom   4.22 eV/Å
Charge   +4
LUMO   -7.0 eV


Entry from the Open Molecules 2025 dataset: a 11-piece molecular cluster, C56H145N11O17 overall at a distorted geometry (the ωB97M-V functional and the def2-TZVPD basis).

XYZ file:
```
229
Properties=species:S:1:pos:R:3:mulliken_charge:R:1
C -5.562 -0.759 -1.953 -0.25
O -5.171 0.266 -2.928 -0.41
C -4.595 -0.379 -4.071 -0.02
C -4.019 0.686 -5.010 1.06
C -3.707 0.141 -6.358 -2.21
N -2.840 1.367 -4.398 -0.14
H -6.027 -0.275 -1.123 0.36
H -4.634 -1.236 -1.606 -0.10
H -6.137 -1.570 -2.465 0.34
H -3.826 -1.109 -3.721 -0.32
H -5.367 -0.905 -4.644 0.43
H -4.734 1.483 -5.100 0.00
H -4.622 -0.286 -6.872 0.37
H -2.961 -0.629 -6.334 0.36
H -3.201 0.873 -6.988 0.44
H -3.101 2.020 -3.705 -0.07
H -2.353 0.678 -3.855 -0.47
C 3.121 4.547 8.441 -0.76
O 3.643 4.179 7.193 -0.23
C 5.004 4.065 7.120 -1.03
C 5.497 4.194 5.689 0.29
C 5.006 5.496 5.087 -1.56
N 5.071 3.137 4.803 -0.42
H 3.787 5.183 8.987 0.38
H 2.866 3.592 8.993 0.24
H 2.185 5.101 8.396 0.23
H 5.432 4.913 7.678 0.71
H 5.364 3.163 7.641 0.41
H 6.613 4.276 5.674 0.40
H 5.400 5.774 4.104 0.37
H 5.198 6.345 5.739 0.45
H 3.919 5.404 4.901 0.23
H 5.475 2.253 5.092 0.29
H 4.081 2.989 4.900 0.06
C -8.287 -3.617 -3.161 -0.92
O -7.013 -3.797 -3.781 -0.32
C -6.312 -4.757 -2.987 -0.60
C -4.937 -4.987 -3.531 1.33
C -4.865 -5.812 -4.790 -1.44
N -4.155 -5.692 -2.476 -0.26
H -8.230 -3.367 -2.127 0.36
H -8.827 -4.537 -3.182 0.38
H -8.852 -2.964 -3.799 0.26
H -6.246 -4.378 -1.970 0.23
H -6.955 -5.735 -2.928 0.26
H -4.561 -3.982 -3.688 -0.74
H -5.126 -6.845 -4.531 0.39
H -3.786 -5.768 -4.993 0.29
H -5.404 -5.394 -5.646 0.39
H -4.390 -6.704 -2.525 0.31
H -4.317 -5.329 -1.553 0.11
C -1.421 -4.273 0.028 -0.08
O -2.636 -3.668 0.489 0.07
C -2.821 -3.867 1.903 -0.43
C -4.116 -3.134 2.206 0.97
C -4.411 -3.354 3.713 -1.37
N -5.169 -3.842 1.445 -0.58
H -0.545 -3.720 0.475 -0.18
H -1.476 -4.282 -1.042 -0.19
H -1.342 -5.274 0.490 0.44
H -2.958 -4.949 2.115 0.79
H -1.953 -3.473 2.508 -0.55
H -3.974 -2.034 1.950 -0.22
H -4.395 -4.417 3.900 0.49
H -5.288 -2.800 4.082 0.39
H -3.614 -2.963 4.407 0.14
H -5.063 -3.575 0.472 0.06
H -6.086 -3.711 1.761 0.28
C 2.091 -3.016 -5.535 -0.69
O 1.421 -3.628 -4.476 0.12
C 0.909 -4.881 -4.639 -1.27
C -0.322 -4.978 -3.779 2.10
C -0.783 -6.405 -3.842 -2.00
N -1.341 -4.095 -4.395 -0.44
H 1.351 -2.690 -6.251 0.40
H 2.899 -3.620 -5.963 0.28
H 2.482 -2.096 -5.121 -0.03
H 0.686 -5.070 -5.704 0.50
H 1.679 -5.705 -4.405 0.25
H -0.037 -4.749 -2.737 -0.44
H -1.750 -6.623 -3.484 0.35
H -0.130 -7.103 -3.313 0.43
H -0.750 -6.790 -4.861 0.42
H -2.198 -3.901 -3.925 0.01
H -0.959 -3.140 -4.458 0.07
C -2.573 5.139 0.926 -0.24
O -3.701 4.697 0.207 -0.48
C -3.505 3.467 -0.417 -0.24
C -4.596 3.280 -1.442 0.38
N -4.337 4.053 -2.665 -0.18
C -5.345 3.807 -3.650 -0.33
C -4.751 4.202 -5.045 -0.37
O -5.775 4.186 -5.995 -0.39
C -5.230 4.435 -7.269 -0.75
H -2.557 6.234 0.994 0.37
H -1.596 4.873 0.457 -0.26
H -2.612 4.738 1.936 0.28
H -3.462 2.690 0.371 0.29
H -2.509 3.378 -0.919 -0.17
H -5.555 3.519 -0.944 0.48
H -4.578 2.205 -1.694 -0.37
H -4.321 5.048 -2.470 0.30
H -6.328 4.321 -3.620 0.47
H -5.566 2.747 -3.686 -0.14
H -3.881 3.527 -5.264 0.11
H -4.306 5.195 -5.029 0.55
H -4.519 3.715 -7.620 0.26
H -4.666 5.392 -7.304 0.30
H -6.056 4.468 -8.003 0.27
C 3.119 -2.787 -1.662 -0.10
O 3.869 -1.638 -1.438 -0.33
C 3.603 -0.549 -2.295 0.82
C 4.610 0.488 -1.910 -0.86
N 4.273 1.821 -2.427 0.29
C 5.323 2.761 -2.032 -0.73
C 5.395 3.919 -3.000 -0.62
O 5.743 3.353 -4.232 -0.36
C 5.789 4.136 -5.420 -0.75
H 2.055 -2.511 -1.600 -0.23
H 3.281 -3.461 -0.777 0.31
H 3.258 -3.315 -2.643 0.20
H 2.574 -0.260 -2.048 -0.75
H 3.571 -0.936 -3.312 0.34
H 5.633 0.162 -2.204 0.38
H 4.727 0.567 -0.821 0.00
H 4.246 1.805 -3.456 0.26
H 6.336 2.285 -2.022 0.38
H 5.087 3.030 -0.985 0.20
H 6.182 4.611 -2.716 0.50
H 4.521 4.535 -3.162 0.21
H 4.795 4.731 -5.629 0.24
H 6.033 3.498 -6.236 0.29
H 6.569 4.919 -5.472 0.30
C -2.053 0.676 4.638 -1.11
O -0.895 -0.069 4.590 0.20
C -0.914 -1.098 5.568 -0.75
C 0.194 -2.047 5.185 -0.63
N 0.130 -2.401 3.778 0.70
C 1.131 -3.376 3.320 -0.15
C 0.801 -4.814 3.840 -0.53
O 1.866 -5.669 3.506 -0.42
C 1.443 -6.686 2.619 -0.50
H -1.842 1.594 4.109 0.33
H -2.227 1.020 5.688 0.33
H -2.903 0.133 4.199 0.21
H -1.848 -1.679 5.529 0.16
H -0.775 -0.677 6.585 0.44
H 0.106 -2.976 5.721 0.50
H 1.140 -1.603 5.452 0.11
H 0.297 -1.582 3.148 -0.53
H 2.157 -3.133 3.671 0.32
H 1.026 -3.468 2.237 -0.02
H -0.129 -5.042 3.237 0.22
H 0.634 -4.743 4.912 0.34
H 0.874 -6.290 1.766 0.12
H 0.859 -7.476 3.125 0.29
H 2.265 -7.241 2.211 0.30
C -0.989 -0.909 -2.357 -1.04
O -1.760 0.144 -1.754 2.57
C -2.329 -0.321 -0.492 -0.04
C -1.411 -0.581 0.676 0.42
N -0.852 0.596 1.231 0.84
C 0.225 1.207 0.497 -1.11
C 1.509 0.437 0.738 0.72
O 1.685 -0.078 2.024 0.96
C 2.010 0.926 2.981 -0.28
H -0.529 -0.604 -3.375 -0.40
H -1.698 -1.722 -2.511 0.34
H -0.201 -1.248 -1.690 -0.26
H -2.922 -1.286 -0.683 -1.16
H -3.028 0.431 -0.173 0.34
H -0.618 -1.237 0.380 -0.26
H -1.904 -1.094 1.493 -0.17
H -0.700 0.581 2.226 -0.05
H 0.362 2.255 0.744 -0.14
H -0.003 1.216 -0.567 -0.24
H 2.415 1.059 0.540 0.29
H 1.633 -0.416 0.036 -0.52
H 1.322 1.770 2.951 0.37
H 3.030 1.250 2.817 0.05
H 1.924 0.433 3.993 -0.71
C 4.999 -0.908 2.006 -0.55
O 4.973 -0.817 3.398 -0.04
C 6.288 -1.012 3.961 -0.78
C 6.189 -0.823 5.433 -0.61
N 5.192 0.195 5.764 0.01
C 4.653 -0.116 7.071 -1.23
C 3.541 0.842 7.524 0.07
O 2.543 0.857 6.477 0.35
C 1.379 1.549 6.832 -0.24
H 5.303 -1.896 1.621 0.40
H 5.678 -0.101 1.600 0.35
H 3.969 -0.687 1.748 -0.46
H 6.954 -0.300 3.447 0.41
H 6.573 -2.020 3.764 0.38
H 7.200 -0.622 5.820 0.28
H 5.800 -1.806 5.835 0.44
H 4.444 0.062 5.130 0.05
H 5.420 -0.040 7.853 0.41
H 4.323 -1.204 7.121 0.46
H 4.005 1.820 7.667 -0.63
H 2.946 0.463 8.361 0.75
H 1.341 2.692 6.622 0.12
H 1.221 1.486 7.961 0.45
H 0.520 1.141 6.353 -0.50
C 0.780 1.072 -5.067 0.21
O 1.028 2.414 -4.613 -0.60
C 0.868 2.573 -3.216 1.06
C 1.399 3.889 -2.697 -0.08
N 1.034 4.013 -1.270 0.59
C 1.525 5.269 -0.724 -1.05
C 1.245 5.373 0.804 -0.07
O 1.795 4.267 1.543 -0.24
C 3.193 4.138 1.437 0.00
H 1.365 0.952 -5.976 0.41
H -0.298 0.984 -5.289 -0.01
H 1.114 0.386 -4.306 -0.41
H 1.420 1.763 -2.694 -0.59
H -0.167 2.482 -2.919 -0.06
H 1.016 4.745 -3.231 0.83
H 2.482 4.026 -2.818 -0.69
H 1.456 3.198 -0.827 -0.51
H 0.900 5.986 -1.235 0.60
H 2.581 5.490 -0.960 0.22
H 0.161 5.376 0.983 -0.29
H 1.681 6.283 1.177 0.60
H 3.725 5.005 1.903 0.16
H 3.500 4.216 0.401 -0.09
H 3.443 3.212 1.853 0.02
```

Output
SMILES string   COC[C@H](C)N.COC[C@H](C)N.COC[C@H](C)N.COC[C@H](C)N.COC[C@H](C)N.COCCNCCOC.COCCNCCOC.COCCNCCOC.COCCNCCOC.COCCNCCOC.COCCNCCOC
E_HOMO   -0.2956 hartree
Energy   -4101.56945 Eh
Energy above the lowest of the compared OMol25 structures with the same formula, charge and spin   352.5 kJ/mol
HOMO-LUMO gap   0.3196 hartree
Strongest force on any atom   2.87 eV/Å
LUMO   0.7 eV


Question: Which of these has the lowest LUMO?
Answer: C56H130ClN7O12


Question: energy of number 1 (C56H130ClN7O12)?
Answer: -3956.65869 Eh


Question: The highest LUMO belongs to which entry?
Answer: C56H145N11O17


Question: Look up the LUMO of the second one.
Answer: 0.7 eV